(1)
This record from the Open Molecules 2025 dataset describes a molecular structure, C44H27F4MnN12O4. The level of theory is the ωB97M-V functional and the def2-TZVPD basis.

Structure (XYZ):
```
92
Properties=species:S:1:pos:R:3:forces:R:3
Mn -0.559 0.975 -0.579 -0.226 0.034 0.771
C -0.858 3.632 2.227 0.033 0.003 -0.002
C -1.591 3.590 0.937 -0.125 -0.062 0.048
N -1.585 2.626 0.022 0.219 0.055 -0.051
C -2.443 3.004 -0.982 -0.112 0.164 -0.034
C -2.985 4.210 -0.676 -0.055 -0.055 -0.038
N -2.438 4.554 0.535 0.065 -0.113 -0.044
C -3.978 5.113 -1.322 0.019 -0.104 -0.172
O -4.459 4.731 -2.484 0.104 0.044 0.071
O -4.287 6.130 -0.753 -0.040 0.052 0.045
C -2.636 2.077 -2.126 0.014 0.112 -0.026
O -3.423 2.363 -3.020 -0.030 0.011 -0.113
O -1.921 1.021 -2.031 0.035 -0.175 -0.064
H -0.891 2.656 2.707 0.019 -0.008 0.007
H -1.309 4.372 2.886 -0.004 0.006 0.005
H 0.189 3.888 2.073 0.014 0.005 0.006
H -2.673 5.413 1.014 0.009 -0.018 0.002
H -4.068 3.858 -2.797 -0.103 -0.021 0.137
C -3.887 -1.918 4.387 -0.033 0.017 0.005
C -2.677 -2.799 4.272 0.042 -0.010 -0.025
C -2.330 -3.691 5.280 0.022 -0.012 0.009
C -1.210 -4.501 5.174 -0.006 0.043 -0.027
C -0.417 -4.447 4.037 -0.004 -0.017 0.007
C -0.755 -3.583 3.009 -0.026 -0.109 0.039
C -1.867 -2.759 3.136 -0.039 -0.042 0.091
N -2.206 -1.873 2.078 -0.175 0.103 -0.232
C -1.384 -0.935 1.552 0.091 0.052 0.144
N -0.221 -0.759 2.202 0.017 -0.127 -0.149
C 0.784 0.199 1.990 -0.011 0.133 0.036
C 0.769 1.117 0.947 0.035 0.024 -0.029
C 1.791 2.069 0.893 -0.065 -0.070 0.086
C 2.801 2.087 1.839 -0.070 -0.010 -0.071
C 2.816 1.139 2.850 -0.003 0.033 -0.032
C 1.816 0.190 2.946 -0.037 0.009 -0.016
C 1.839 -0.832 4.050 0.026 0.014 0.012
N -1.732 -0.224 0.503 0.139 0.083 -0.116
C -3.025 -0.500 -0.067 -0.108 0.092 0.155
C -4.050 0.406 0.198 0.000 -0.023 0.023
C -5.298 0.239 -0.370 0.013 -0.022 -0.012
C -5.523 -0.850 -1.203 0.022 0.022 0.017
C -4.510 -1.762 -1.434 -0.001 0.003 0.026
C -3.243 -1.620 -0.868 -0.065 -0.021 -0.030
C -2.201 -2.673 -1.111 0.103 0.027 0.043
H -4.314 -1.982 5.385 -0.008 0.002 0.016
H -4.664 -2.212 3.678 -0.018 -0.001 -0.019
H -3.641 -0.875 4.184 0.006 0.022 -0.007
H -2.948 -3.742 6.167 -0.013 -0.003 0.026
H -0.959 -5.179 5.977 0.013 -0.044 0.047
H 0.448 -5.087 3.939 0.026 -0.022 0.002
H -0.170 -3.552 2.099 0.012 -0.019 -0.039
H -3.140 -1.905 1.691 0.070 -0.025 -0.028
H -0.100 -1.347 3.014 0.009 0.058 -0.088
H 1.816 2.812 0.115 -0.020 0.029 -0.098
H 3.586 2.825 1.767 0.033 0.031 -0.009
H 3.618 1.131 3.575 0.035 0.009 0.031
H 2.723 -0.697 4.668 0.018 -0.001 0.004
H 1.866 -1.852 3.660 0.005 -0.046 -0.009
H 0.971 -0.749 4.709 -0.045 0.001 0.028
H -3.843 1.252 0.841 -0.001 0.013 0.020
H -6.083 0.956 -0.176 -0.028 0.018 0.004
H -6.486 -0.985 -1.673 -0.042 -0.003 -0.018
H -4.690 -2.612 -2.080 -0.016 -0.034 -0.025
H -2.199 -2.985 -2.153 0.009 -0.006 -0.034
H -2.410 -3.558 -0.505 -0.003 -0.032 -0.016
H -1.199 -2.331 -0.862 -0.057 -0.025 -0.011
F 3.263 0.046 -1.264 0.139 -0.062 -0.090
C 3.866 -0.527 -2.326 0.172 -0.017 0.033
C 5.094 -0.049 -2.704 -0.016 -0.057 0.141
F 5.616 0.956 -1.998 -0.099 -0.100 -0.096
C 5.806 -0.591 -3.796 -0.137 -0.075 0.032
C 5.149 -1.649 -4.466 -0.060 -0.015 -0.011
C 3.913 -2.113 -4.083 0.089 0.055 0.017
F 3.356 -3.091 -4.801 0.015 0.051 0.055
C 3.217 -1.571 -2.996 0.232 0.082 -0.086
C 1.901 -2.020 -2.601 -0.185 0.008 0.042
C 1.087 -1.203 -1.873 -0.010 0.133 0.001
N 0.397 -0.499 -1.250 0.100 -0.263 -0.038
C 1.350 -3.286 -2.929 0.144 0.022 0.063
N 0.887 -4.321 -3.122 -0.178 -0.186 -0.049
F 5.730 -2.223 -5.517 -0.074 0.069 0.127
C 7.084 -0.109 -4.188 -0.040 -0.032 0.047
C 7.771 -0.567 -5.337 -0.089 0.029 -0.053
N 8.364 -0.878 -6.274 0.133 -0.068 -0.104
C 7.801 0.860 -3.446 -0.009 0.010 0.007
N 8.442 1.628 -2.875 0.100 0.100 0.068
N 0.506 2.105 -1.706 0.083 0.274 -0.494
C 1.400 2.343 -2.418 -0.034 -0.297 0.360
C 2.486 2.592 -3.199 -0.058 0.122 -0.035
C 2.803 1.694 -4.247 -0.093 0.157 -0.036
N 3.066 0.937 -5.072 0.025 -0.087 -0.221
C 3.313 3.695 -2.870 0.133 -0.044 -0.025
N 3.988 4.581 -2.583 0.024 0.146 0.066
```
Forces are in eV/Å.

Properties
- <S²>: 6.18
- Kohn-Sham gap (alpha / beta): 5.392 / 5.938 eV
- Multiplicity: 5


(2)
This record from the Open Molecules 2025 dataset describes a molecular structure, C44H28AsF6N10O2Ta at a distorted geometry. The level of theory is the ωB97M-V functional and the def2-TZVPD basis.

Structure (XYZ):
```
92
Properties=species:S:1:pos:R:3:forces:R:3
Ta -0.232 0.201 0.203 2.231 0.429 -1.503
C 5.749 -3.114 -0.086 0.014 0.022 0.037
C 5.328 -3.469 -1.364 -0.029 -0.039 -0.012
C 4.192 -2.902 -1.934 -0.092 0.036 -0.093
C 3.502 -1.975 -1.179 0.241 -0.045 0.303
C 2.310 -1.178 -1.436 -0.135 0.119 -0.292
N 1.645 -1.244 -2.564 0.247 -0.365 0.093
C 0.646 -0.443 -2.853 -0.195 0.133 -0.049
C 0.134 -0.330 -4.207 -0.260 0.250 0.020
C 0.442 -1.006 -5.375 0.070 -0.072 0.013
C -0.209 -0.602 -6.532 0.055 -0.107 -0.005
C -1.126 0.450 -6.522 -0.053 0.110 0.095
C -1.417 1.139 -5.353 -0.086 0.099 -0.025
C -0.776 0.729 -4.197 0.157 -0.295 0.028
C -0.786 1.246 -2.841 0.087 -0.109 0.001
N -1.382 2.375 -2.536 -0.238 0.286 0.001
C -1.161 3.021 -1.415 0.074 -0.056 -0.298
N -0.384 2.610 -0.373 0.263 -0.279 0.412
C -0.474 3.564 0.591 0.071 -0.217 -0.439
N 0.066 3.546 1.791 0.056 0.086 0.467
C 0.915 2.619 2.161 -0.089 0.252 -0.142
N 1.371 1.573 1.406 -0.879 -0.823 -0.393
C 2.343 0.949 2.140 0.067 -0.048 -0.116
N 3.096 -0.053 1.759 0.187 -0.046 0.342
C 2.989 -0.601 0.568 -0.278 0.150 -0.296
N 2.040 -0.359 -0.378 -0.309 0.407 0.244
C 3.931 -1.611 0.097 0.018 -0.171 -0.301
C 5.056 -2.172 0.668 -0.005 0.058 0.106
C 2.492 1.587 3.442 -0.212 0.313 0.143
C 3.303 1.319 4.526 0.056 -0.087 -0.092
C 3.161 2.135 5.644 0.042 -0.056 0.009
C 2.248 3.186 5.662 -0.047 0.046 -0.028
C 1.444 3.462 4.561 -0.105 0.073 -0.112
C 1.578 2.642 3.460 0.297 -0.271 0.122
C -1.318 4.670 0.142 -0.126 0.035 -0.295
C -1.719 5.845 0.747 0.049 -0.040 0.094
C -2.583 6.666 0.029 -0.017 0.041 0.059
C -3.014 6.323 -1.249 -0.014 -0.047 -0.073
C -2.597 5.145 -1.861 0.031 -0.081 -0.079
C -1.749 4.327 -1.140 0.006 0.169 0.294
N 0.012 0.463 -2.038 0.184 0.053 0.918
H 6.636 -3.578 0.326 -0.006 -0.005 0.000
H 5.894 -4.203 -1.921 -0.005 0.005 -0.007
H 3.858 -3.171 -2.928 0.010 -0.021 0.008
H 1.160 -1.815 -5.370 -0.004 0.001 -0.045
H -0.005 -1.109 -7.466 0.017 -0.014 0.015
H -1.611 0.739 -7.445 -0.004 -0.019 -0.006
H -2.119 1.962 -5.336 0.024 0.009 -0.024
H 5.379 -1.889 1.661 0.011 0.007 -0.012
H 4.010 0.501 4.503 0.001 0.007 0.021
H 3.769 1.949 6.518 -0.006 0.002 -0.001
H 2.162 3.797 6.550 0.004 -0.006 0.001
H 0.732 4.276 4.560 0.011 0.002 0.044
H -1.381 6.102 1.742 -0.014 0.016 -0.004
H -2.938 7.588 0.472 0.030 -0.001 0.011
H -3.692 6.983 -1.775 0.019 0.018 0.006
H -2.921 4.872 -2.856 -0.025 0.013 0.012
C -4.027 2.067 0.486 0.368 0.007 0.176
C -3.174 0.994 -0.103 -1.248 -0.225 -0.533
O -1.946 0.867 0.355 -0.235 0.021 0.570
C -3.625 0.110 -1.030 0.235 0.296 0.201
C -2.957 -1.126 -1.294 0.303 -0.339 0.008
C -3.779 -2.263 -1.815 0.027 -0.056 -0.133
N -1.714 -1.309 -0.940 0.590 0.927 0.970
N -1.294 -2.601 -0.850 0.134 -0.535 -0.018
C -0.350 -2.726 0.018 -0.907 -0.516 -0.485
O 0.176 -1.642 0.572 -0.131 0.144 0.139
C 0.058 -4.044 0.509 0.403 -0.007 0.310
C -0.691 -5.178 0.198 -0.007 0.169 -0.123
C -0.375 -6.393 0.777 0.046 -0.035 -0.013
C 0.690 -6.485 1.665 -0.020 0.034 0.012
C 1.439 -5.359 1.973 0.090 -0.072 0.038
C 1.126 -4.139 1.402 -0.099 0.090 -0.146
H -3.498 3.020 0.495 -0.036 0.036 -0.012
H -4.244 1.808 1.525 0.002 -0.013 0.004
H -4.956 2.165 -0.067 -0.006 -0.017 -0.015
H -4.627 0.231 -1.413 -0.017 0.007 0.031
H -4.337 -2.708 -0.989 0.009 0.012 0.018
H -3.147 -3.035 -2.245 -0.039 0.025 -0.017
H -4.496 -1.905 -2.553 -0.022 0.051 0.035
H -1.526 -5.078 -0.481 -0.030 -0.062 0.027
H -0.969 -7.269 0.552 0.004 0.006 -0.023
H 0.925 -7.433 2.130 0.006 -0.001 -0.008
H 2.259 -5.430 2.676 0.000 0.005 -0.010
H 1.688 -3.249 1.657 -0.003 -0.018 0.055
F -0.011 -0.165 2.614 -0.824 -0.032 -0.949
As -1.556 -0.843 3.395 -0.717 0.088 0.712
F -2.204 0.735 3.028 -0.024 -0.176 0.150
F -2.152 -1.360 1.831 0.388 0.139 -0.075
F -3.011 -1.416 4.085 0.163 0.082 0.075
F -0.717 -2.329 3.542 0.012 0.145 0.025
F -0.975 -0.253 4.894 0.188 -0.108 -0.170
```
Forces are in eV/Å.

Properties
- Total charge: +1
- <S²>: 0.81
- Kohn-Sham gap (alpha / beta): 5.002 / 5.356 eV
- Multiplicity: 2